# 1
The following is a DFT calculation (the ωB97M-V functional and the def2-TZVPD basis) of a structure of composition C21H41Br4FKO12S3Zn.

Properties
- Charge: +1
- Calculated total energy: -427139.454 eV
- E_LUMO: -3.9 eV
- Orbital gap: 7.76 eV
- HOMO: -11.7 eV

Element x y z (Å)
Zn -2.08629 1.77395 -0.75364
K -3.46133 -0.05657 2.52791
C -0.36274 -1.22521 -0.40674
C -0.10490 -0.01322 0.45815
O -1.27036 0.69461 0.79571
H -1.05214 -1.94701 0.04447
H 0.51394 -1.86351 -0.53783
H -0.83041 -0.99917 -1.37005
H 0.57490 0.66423 -0.07100
H 0.37180 -0.35655 1.38407
F -3.93380 0.95133 -0.23109
Br 2.21957 -2.71950 -2.86388
C 1.91973 -4.67288 -2.72848
C 1.52318 -5.04625 -1.31070
Br 2.89681 -4.35001 -0.03017
H 2.88297 -5.11233 -2.97232
H 1.19933 -4.90621 -3.50789
H 1.67560 -6.11215 -1.15300
H 0.51773 -4.77070 -1.00667
Br -1.23930 -3.08171 2.96711
C 0.71608 -2.81207 3.42393
C 0.75286 -1.45099 4.08418
Br 2.50519 -0.94992 4.55517
H 1.31557 -2.76290 2.51586
H 0.95734 -3.70683 3.98633
H 0.10337 -1.45914 4.95995
H 0.29838 -0.66907 3.47742
O -2.87850 -2.99622 -6.30965
S -3.11653 -2.90248 -4.89711
O -3.92970 -1.82762 -4.33879
O -3.68364 -4.34087 -4.43662
C -4.00882 -4.63646 -3.08251
C -2.87325 -5.43175 -2.42278
C -1.50345 -2.81582 -4.07501
H -4.81947 -5.36596 -3.15732
H -4.43443 -3.73757 -2.63356
H -3.26521 -5.86049 -1.50232
H -2.02797 -4.75716 -2.28642
H -2.52012 -6.21731 -3.08879
H -1.75926 -2.81817 -3.01719
H -1.20923 -1.80904 -4.36740
H -0.81332 -3.59751 -4.37130
O -2.58601 0.18735 5.02810
S -1.81339 0.81941 6.10245
O -0.59335 0.28741 6.62082
O -1.40146 2.29425 5.60687
C -0.60081 2.53286 4.42541
C -1.42156 2.89928 3.14534
C -2.90236 1.26440 7.48908
H 0.00656 1.63359 4.31209
H 0.09903 3.35811 4.54126
H -2.21603 2.16263 3.09133
H -0.80502 3.02020 2.26166
H -1.98488 3.80863 3.36629
H -3.78571 1.77303 7.11198
H -2.37586 1.90951 8.18862
H -3.13892 0.33043 7.99555
O -0.34780 2.59622 -1.39573
S 0.52854 3.42324 -2.19081
O 1.22848 4.42744 -1.44646
O 1.60161 2.62299 -3.07894
C 2.58186 3.41423 -3.79973
C 2.38216 3.26169 -5.29412
C -0.50831 4.20774 -3.53153
H 3.60954 3.16226 -3.54974
H 2.46053 4.48634 -3.64129
H 2.24342 2.21249 -5.55423
H 3.25472 3.56291 -5.87779
H 1.63329 3.97287 -5.64362
H -0.75778 3.33234 -4.13416
H 0.11295 4.89810 -4.08744
H -1.41433 4.43955 -2.97766
C 2.51764 1.93045 1.76033
C 2.88906 1.73702 0.50508
C 3.84530 2.67073 -0.26373
O 3.99735 2.58069 -1.45170
C 4.31143 3.73837 0.65162
C 3.91186 3.91601 1.92282
C 3.03279 2.94697 2.65089
O 2.72610 3.13760 3.81357
H 1.78327 1.24725 2.17614
H 2.48964 0.92403 -0.08935
H 5.19039 4.33670 0.43674
H 4.45586 4.60686 2.55397


# 2
The following is a DFT calculation (the ωB97M-V functional and the def2-TZVPD basis) of a cluster of 3 separate species, C21H41F13N3S2 in total.

Properties
- Charge: +1
- Calculated total energy: -83900.328 eV
- E_LUMO: -3.2 eV
- Orbital gap: 7.06 eV
- HOMO: -10.2 eV

Element x y z (Å)
C 1.76814 0.08255 2.46961
S 3.07752 0.89847 1.55135
C 4.05913 -0.48161 0.88719
C 3.44582 -1.08185 -0.34929
N 3.67380 -0.52690 -1.45835
C 2.38702 1.77521 0.13177
C 1.10622 1.20672 -0.49688
C -0.05637 2.13820 -0.23079
F 0.31846 3.35157 -0.70298
F -0.21195 2.28968 1.10286
C -1.38639 1.76586 -0.98045
F -1.87653 2.91104 -1.48920
F -1.03788 0.97855 -2.02478
C -2.55932 1.10591 -0.17939
F -2.58750 1.56988 1.07848
F -3.70444 1.52566 -0.78337
C -2.74574 -0.45435 -0.27155
F -2.97108 -0.81666 -1.55078
F -3.86618 -0.72160 0.44290
S -1.36342 -1.54251 0.42890
F -0.50453 -1.25255 -0.87194
F -0.71302 -0.28148 1.14635
F -2.15258 -1.87511 1.73923
F -1.98929 -2.80800 -0.26966
F -0.15404 -2.40763 0.95556
H 2.23640 -0.36834 3.33451
H 1.33478 -0.69294 1.85590
H 1.04522 0.81327 2.80146
H 5.03565 -0.06785 0.68329
H 4.13700 -1.18384 1.70630
H 2.85310 -1.98200 -0.21733
H 3.19815 -1.04313 -2.19871
H 2.28158 2.79978 0.46280
H 3.18467 1.76270 -0.59953
H 1.29383 1.12880 -1.55696
H 0.92356 0.21022 -0.12567
C 2.33910 -1.70474 -8.16983
C 2.10634 -1.75188 -6.66796
N 1.91335 -0.43791 -6.07978
C 1.98193 -0.43771 -4.63751
C 0.90549 -1.21004 -3.85921
C 0.85419 0.36786 -6.66537
C -0.56787 -0.20805 -6.67414
H 3.16558 -1.03722 -8.41406
H 2.58890 -2.70139 -8.53326
H 1.45343 -1.37404 -8.71278
H 2.98948 -2.19805 -6.20225
H 1.26691 -2.43400 -6.46012
H 1.99221 0.60240 -4.29290
H 2.96277 -0.84251 -4.35841
H -0.05171 -0.69150 -3.86335
H 1.20850 -1.30912 -2.80902
H 0.75543 -2.21708 -4.24648
H 1.13613 0.59245 -7.69582
H 0.84693 1.33907 -6.16423
H -0.58756 -1.25066 -6.99298
H -1.18613 0.35688 -7.37314
H -1.04716 -0.13909 -5.69794
C -0.28336 -1.30896 5.64267
C -1.11661 -0.34314 6.47288
N -1.36938 0.91523 5.79701
C -1.90414 1.94781 6.67131
C -3.28728 1.72361 7.29166
C -1.98770 0.80650 4.49013
C -3.33220 0.07936 4.38507
H 0.64797 -0.83691 5.32015
H -0.02945 -2.18453 6.23994
H -0.82045 -1.66286 4.76032
H -0.56608 -0.12310 7.39027
H -2.04255 -0.85126 6.78136
H -1.90898 2.89379 6.12344
H -1.18439 2.08957 7.48286
H -4.08787 1.85493 6.56524
H -3.45366 2.45452 8.08424
H -3.38313 0.73367 7.73779
H -1.27997 0.29876 3.82325
H -2.08468 1.81258 4.07259
H -3.33533 -0.85356 4.94969
H -3.52957 -0.17225 3.34056
H -4.16724 0.68688 4.72731


# 3
The following is a DFT calculation (the ωB97M-V functional and the def2-TZVPD basis) of a structure of composition C21H41GeN4O4PtS2Si3.

Properties
- Charge: +2
- <S²>: 8.8279
- Calculated total energy: -141640.713 eV
- Multiplicity: 6
- E_LUMO (spin up / spin down): -6.0 / -9.6 eV
- Orbital gap (spin up / spin down): 5.58 / 3.84 eV
- HOMO (spin up / spin down): -11.6 / -13.4 eV

Element x y z (Å)
Pt 0.31351 0.02345 -0.48617
N -0.47330 -0.12937 1.36315
C -1.84318 0.30160 1.43652
C -2.34756 -0.20176 2.84578
C -1.47472 -0.09443 4.09614
O -0.22707 0.48446 3.87156
O -1.85788 -0.44238 5.21953
H -0.44366 -1.13794 1.48779
H 0.16106 0.24929 2.13746
H -2.45881 -0.11169 0.59394
H -1.94236 1.35936 1.33527
H -2.65475 -1.23949 2.79182
H -3.27477 0.36913 3.10249
N -5.48718 -4.41640 -5.10230
C -4.44165 -3.76083 -4.49739
C -4.61001 -3.01924 -3.30940
C -3.62960 -2.15348 -2.88014
C -2.40579 -2.00473 -3.56484
C -2.11446 -2.86175 -4.64881
C -3.13065 -3.70628 -5.10375
S -1.20260 -0.81351 -2.97787
O -1.71069 0.51288 -3.17968
O 0.08405 -1.17170 -3.55097
N -1.27413 -1.12520 -1.32103
C -1.11871 -2.40784 -0.87008
S -0.76078 -3.86376 -1.98058
C -1.38585 -4.79200 -0.67067
C -1.75129 -4.07471 0.44719
N -1.52559 -2.76286 0.36239
H -6.32996 -4.56635 -4.58327
H -5.40565 -4.67520 -6.07324
H -5.48025 -3.06363 -2.66842
H -3.72977 -1.50251 -1.99241
H -1.11010 -2.94056 -5.03151
H -2.96435 -4.31282 -5.98677
H -1.39116 -5.88240 -0.80858
H -2.07489 -4.43179 1.42581
C 0.11312 3.49089 -1.83781
Si 1.51645 3.77663 -0.57348
C 0.85920 4.80535 0.90724
C 2.85962 4.76045 -1.54899
Ge 1.93706 1.52788 0.00250
Si 3.79145 0.38225 -1.40968
C 3.22909 0.95494 -3.18636
C 3.65837 -1.47306 -1.09611
C 5.42761 1.14307 -1.01771
Si 0.73641 0.84793 5.21175
C 2.16848 1.61748 4.36513
C -0.34461 2.06801 6.18282
C 0.90357 -0.66903 6.29241
H -0.75110 2.83074 -1.56402
H 0.50798 3.11426 -2.83170
H -0.25678 4.48280 -2.08628
H 1.44121 5.68891 1.19766
H 0.61030 4.19837 1.83141
H -0.13918 5.04351 0.58981
H 2.44603 5.73053 -1.88245
H 3.14598 4.26990 -2.49879
H 3.72509 4.92705 -0.93426
H 2.25356 0.49493 -3.46691
H 3.93509 0.63750 -3.95795
H 3.08048 2.02560 -3.17511
H 2.99313 -1.96031 -1.79993
H 3.27255 -1.69084 -0.09953
H 4.66110 -1.98585 -1.19268
H 5.64672 2.00310 -1.64076
H 6.14594 0.36033 -1.12390
H 5.47401 1.54178 0.00383
H 2.04212 1.40936 3.20246
H 3.09469 1.21912 4.78181
H 2.18038 2.71432 4.39574
H 0.26077 2.76068 6.79898
H -1.02842 1.42265 6.79380
H -1.00644 2.75380 5.56640
H 1.42343 -1.50295 5.79636
H -0.08845 -1.00082 6.61465
H 1.54860 -0.35484 7.16071


# 4
The following is a DFT calculation (the ωB97M-V functional and the def2-TZVPD basis) of a structure of composition C21H41Li3O8.

Properties
- Charge: +2
- Energy relative to the best compared isomer or geometry (same formula, charge and spin): 97.7 kcal per mole
- Calculated total energy: -39421.346 eV
- E_LUMO: -9.5 eV
- Orbital gap: 3.33 eV
- HOMO: -12.8 eV

Element x y z (Å)
Li 3.45944 -1.79442 -2.87306
Li 0.67585 -2.63590 -3.50728
Li 1.91135 -3.75360 -0.81169
O 0.19831 0.04613 -0.70947
C 0.90559 -1.03394 -1.09748
O 1.15917 -1.90686 -0.24497
O 1.38513 -1.06776 -2.27140
H 0.10997 -0.12380 0.23123
C -1.09714 2.83505 -2.73377
C -0.93391 4.09546 -3.56234
C -0.74407 3.66720 -5.00404
O -0.25518 2.33638 -4.87182
C -0.05447 1.97259 -3.49913
H -2.04230 2.30079 -2.83049
H -0.77270 2.94772 -1.69929
H -0.10577 4.71594 -3.21984
H -1.77404 4.78678 -3.49657
H -0.01978 4.36606 -5.42248
H -1.67884 3.71227 -5.56285
H 0.96573 2.15594 -3.16196
H -0.25701 0.91026 -3.36299
C 5.41083 -0.02210 0.74627
C 6.13815 0.73850 -0.35029
C 5.50482 0.25155 -1.65622
O 4.61164 -0.83779 -1.34082
C 4.26369 -0.69204 0.00491
H 5.10080 0.68945 1.51155
H 6.01407 -0.83082 1.15880
H 7.22789 0.76163 -0.34402
H 5.93306 1.79729 -0.19222
H 6.25835 0.01335 -2.40693
H 4.90727 1.05059 -2.09507
H 4.04603 -1.66342 0.44891
H 3.31428 -0.16671 0.10844
C -1.42548 -4.55915 1.17703
C -2.34104 -5.29389 2.20701
C -2.98340 -4.18598 3.06688
O -2.46806 -2.98992 2.42532
C -2.06565 -3.18781 1.06286
H -1.27715 -4.98747 0.18575
H -0.47152 -4.45921 1.69482
H -1.82029 -5.98341 2.87145
H -3.05733 -5.92634 1.68257
H -2.55395 -4.27970 4.06431
H -4.07036 -4.25531 3.10961
H -1.32741 -2.45635 0.73409
H -2.95329 -3.15768 0.43097
C 1.30176 -0.51351 3.38148
C 1.67628 0.56528 2.42555
C 0.35714 1.35502 2.24699
O -0.61583 0.33951 2.26535
C -0.10278 -0.82274 2.92082
H 1.13862 -0.10350 4.37816
H 1.96558 -1.37026 3.49729
H 1.94305 0.04339 1.50655
H 2.47057 1.18648 2.83946
H 0.21852 1.95137 1.34519
H 0.12370 2.00590 3.08959
H 0.00498 -1.65891 2.22994
H -0.73816 -1.16277 3.73861
C -4.10629 2.85781 0.34292
C -3.11845 1.98300 0.95332
C -3.07913 0.84120 -0.01847
O -4.47868 0.65472 -0.38789
C -5.17539 1.90125 -0.15482
H -3.71496 3.45125 -0.48338
H -4.52120 3.52384 1.09947
H -3.53194 1.62179 1.89494
H -2.18045 2.45796 1.24085
H -2.71290 -0.06522 0.46359
H -2.51448 1.07860 -0.92009
H -5.95096 1.65011 0.56872
H -5.60988 2.32886 -1.05840


We obtain F_max values of 0.0889, 0.0287, 0.0691, 0.0572 hartree/bohr for the records listed above, in that order.